C24H28NO2Pb as an isolated structure. Source: OMol25; level of theory: wB97M-V/def2-TZVPD.

Each line ends with the natural charge from an NBO analysis.
CARTESIAN COORDINATES (ANGSTROEM)
C  2.30  -0.09  2.74  -0.38
C  2.34  -0.79  1.51  -0.36
C  1.98  0.10  0.48  -0.31
H  2.59  -1.83  1.39  0.22
C  1.74  1.36  1.07  -0.37
C  1.94  1.25  2.45  -0.34
H  1.41  2.24  0.55  0.22
C  -1.18  -1.69  3.11  -0.37
C  -0.09  -2.41  2.61  -0.34
C  -0.18  -2.41  1.20  -0.38
H  0.70  -2.85  3.19  0.22
C  -1.33  -1.69  0.81  -0.12
C  -1.95  -1.25  2.01  -0.33
H  1.91  -0.13  -0.57  0.21
H  1.77  2.02  3.18  0.23
H  2.51  -0.49  3.71  0.23
H  -2.83  -0.64  2.08  0.23
H  0.52  -2.87  0.53  0.22
H  -1.39  -1.48  4.15  0.23
Pb  0.11  -0.16  1.88  0.98
C  -1.86  -1.48  -0.59  -0.04
C  -3.37  -1.75  -0.57  -0.61
C  -1.18  -2.43  -1.57  -0.61
H  -3.57  -2.76  -0.22  0.20
H  -3.79  -1.64  -1.57  0.23
H  -3.88  -1.06  0.09  0.20
H  -1.37  -3.47  -1.31  0.21
H  -0.10  -2.28  -1.58  0.20
H  -1.56  -2.27  -2.58  0.21
C  -1.57  -0.03  -0.97  -0.54
C  -2.10  0.50  -2.29  0.70
H  -0.48  0.11  -0.98  0.24
H  -1.92  0.64  -0.19  0.26
O  -3.01  -0.02  -2.94  -0.65
N  -1.50  1.64  -2.73  -0.63
C  -0.32  2.27  -2.20  -0.26
H  -1.83  1.93  -3.64  0.39
C  1.00  1.69  -2.67  0.05
C  2.18  2.32  -2.27  -0.24
H  2.14  3.19  -1.63  0.21
C  3.41  1.83  -2.68  -0.19
H  4.32  2.32  -2.36  0.21
C  3.48  0.69  -3.48  -0.23
H  4.44  0.31  -3.79  0.21
C  2.31  0.06  -3.87  -0.21
H  2.36  -0.82  -4.49  0.21
C  1.08  0.56  -3.47  -0.26
H  0.17  0.07  -3.79  0.22
H  -0.34  2.24  -1.11  0.23
H  -0.36  3.33  -2.47  0.21
C  -0.79  1.20  4.70  -0.78
C  -0.96  1.26  3.22  0.20
O  -1.66  2.13  2.72  -0.68
H  -0.10  0.38  4.97  0.19
H  -1.78  1.01  5.18  0.21
H  -0.37  2.15  5.07  0.20

Results
E	-1329.18718	Eh
charge	-1
lowest unoccupied orbital energy	2.815	eV
molar mass	569.69	g mol⁻¹
spin multiplicity	1
max |F|	5.712	eV/Å
relative energy (zero: lowest compared OMol25 entry of this formula, charge and spin)	0.0000	eV
orbital gap	4.0	eV
E_HOMO	-1.2	eV



A 2-piece molecular cluster, C3HF3O overall. Source: OMol25; level of theory: wB97M-V/def2-TZVPD.

Each line ends with the natural charge from an NBO analysis.
CARTESIAN COORDINATES (ANGSTROEM)
O  -0.50  1.00  -0.24  -0.53
C  -1.05  1.04  -1.25  1.13
F  -2.19  1.70  -1.36  -0.32
F  -0.82  0.64  -2.44  -0.28
C  1.05  -1.16  1.98  -0.43
C  1.08  -0.84  0.81  0.43
F  1.21  -0.68  -0.44  -0.26
H  1.21  -1.70  2.95  0.26

Results
E	-489.63581	Eh
charge	0
lowest unoccupied orbital energy	0.662	eV
molar mass	110.03	g mol⁻¹
structure (SMILES)	O=C(F)F.C#CF
spin multiplicity	1
max |F|	3.559	eV/Å
relative energy (zero: lowest compared OMol25 entry of this formula, charge and spin)	2.7604	eV
orbital gap	10.9	eV
E_HOMO	-10.3	eV